1.
The following is a DFT calculation (the ωB97M-V functional and the def2-TZVPD basis) of 3 unconnected molecules or ions with the total composition C5H16N2O3 at a distorted geometry.

As for the energy above the lowest of the compared OMol25 structures with the same formula, charge and spin: 4.912 eV. The value obtained for the electronic energy is -535.1982 a.u. As for the HOMO energy: -0.3072 Ha. The calculation puts the lowest unoccupied orbital energy at 0.6 eV.

```
26
Properties=species:S:1:pos:R:3:lowdin_charge:R:1
N 1.999 -2.341 0.750 -0.01
C 0.846 -1.978 -0.221 -0.20
C 0.940 -0.466 -0.733 -0.23
N -0.319 -0.242 -1.420 -0.22
C -0.092 -0.481 -2.883 -0.10
C -0.748 1.197 -1.338 -0.16
C -2.003 1.261 -0.551 -0.19
O -2.049 1.927 0.467 0.03
H 2.962 -2.088 0.419 0.08
H 1.809 -2.019 1.605 -0.07
H -0.120 -2.051 0.368 0.12
H 0.987 -2.632 -1.100 0.09
H 1.889 -0.288 -1.369 0.14
H 0.889 0.103 0.218 0.10
H -1.055 -0.336 -3.323 0.06
H 0.525 0.296 -3.303 0.07
H 0.474 -1.527 -3.055 0.13
H -1.173 1.464 -2.477 0.17
H -0.051 1.982 -1.210 0.11
H -2.829 0.839 -0.994 0.10
H -1.025 1.874 1.874 0.09
H 0.273 2.705 1.853 -0.06
O -0.021 1.965 2.217 -0.05
H 1.319 -0.969 3.530 0.09
H 0.357 -0.204 2.549 -0.11
O 0.737 -0.926 2.749 0.03
```


2.
The following is a DFT calculation (the ωB97M-V functional and the def2-TZVPD basis) of 3 unconnected molecules or ions with the total composition C5H16N2O3 at a distorted geometry.

As for the energy above the lowest of the compared OMol25 structures with the same formula, charge and spin: 3.984 eV. The value obtained for the electronic energy is -535.2323 a.u. As for the HOMO energy: -0.3040 Ha. The calculation puts the lowest unoccupied orbital energy at 0.2 eV.

```
26
Properties=species:S:1:pos:R:3:lowdin_charge:R:1
C -0.182 -1.802 -0.341 -0.03
N 0.819 -0.878 -1.060 -0.21
C 1.528 -0.049 -0.140 -0.18
C 0.091 -0.125 -2.126 -0.10
C -1.417 -0.140 -1.958 -0.50
N -2.027 0.488 -0.871 0.05
C -1.461 1.285 0.245 -0.04
O -2.084 -0.631 -2.832 0.06
H -0.613 -1.292 0.539 0.06
H 0.381 -2.582 -0.087 0.04
H -0.968 -2.179 -0.977 0.09
H 0.965 0.145 0.793 0.02
H 1.882 0.849 -0.671 0.09
H 2.469 -0.679 0.058 0.12
H 0.560 0.780 -2.311 0.09
H 0.397 -0.728 -3.043 0.14
H -2.949 0.539 -0.958 0.07
H -0.400 1.517 0.238 0.06
H -1.655 0.697 1.167 0.08
H -2.030 2.176 0.248 0.07
H 1.783 2.372 2.247 0.06
H 2.309 1.299 1.291 0.12
O 1.643 1.412 2.139 -0.13
H 1.050 -0.508 2.814 -0.03
H -0.466 -0.874 2.886 -0.02
O 0.374 -1.093 2.708 0.03
```


3.
The following is a DFT calculation (the ωB97M-V functional and the def2-TZVPD basis) of 3 unconnected molecules or ions with the total composition C5H16N2O3 at a distorted geometry.

As for the energy above the lowest of the compared OMol25 structures with the same formula, charge and spin: 1.768 eV. The value obtained for the electronic energy is -535.3138 a.u. As for the HOMO energy: -0.3120 Ha. The calculation puts the lowest unoccupied orbital energy at 0.5 eV.

```
26
Properties=species:S:1:pos:R:3:lowdin_charge:R:1
C -1.356 -1.019 0.542 -0.09
N -0.242 -0.236 0.003 -0.23
C 1.052 -0.417 0.622 -0.08
C -0.856 2.041 0.918 -0.05
C -0.559 1.155 -0.316 -0.30
C 0.553 1.780 -1.180 -0.50
N 0.625 1.346 -2.494 0.15
O 1.380 2.549 -0.757 0.08
H -1.969 -1.500 -0.203 0.08
H -1.995 -0.588 1.317 0.08
H -0.880 -1.785 1.137 0.04
H 1.776 -0.170 -0.139 0.06
H 1.198 -1.475 0.854 0.08
H 1.162 0.100 1.599 0.10
H -0.101 2.827 1.073 0.07
H -1.084 1.432 1.792 0.07
H -1.725 2.702 0.743 0.08
H -1.547 1.168 -0.786 0.14
H -0.056 0.723 -2.905 0.11
H 1.290 1.788 -3.097 0.11
H 2.708 -1.525 -2.108 0.05
H 2.115 -0.183 -2.179 -0.02
O 2.976 -0.608 -2.334 -0.08
H -1.596 -3.078 3.393 0.04
H -1.084 -3.752 2.025 0.04
O -1.783 -3.276 2.481 -0.05
```